256
Properties=species:S:1:pos:R:3:forces:R:3 method="wB97M-V/def2-TZVPD" e_lumo_ev=-8.5 multiplicity=1 homo_energy_ev=-12.44 total_charge=+4 homo_lumo_gap_ev=3.90
C -29.2825 -1.0602 3.4630 -0.3 0.1 1.5
C -29.6620 0.3585 3.6596 0.8 0.2 -2.0
O -29.5715 1.1183 2.7430 -0.4 0.9 1.2
N -30.3090 0.7668 4.9846 -1.4 0.5 -1.8
H -30.7902 -0.0657 5.2934 -0.2 -0.4 0.6
H -29.6164 1.0022 5.6810 0.3 0.3 0.5
C -31.3879 1.8632 4.8047 0.0 0.7 0.6
H -28.7211 -1.4217 4.3246 0.1 -0.3 0.0
H -28.7697 -1.2171 2.5141 -0.4 0.0 0.1
H -30.2647 -1.5279 3.5311 0.0 -0.8 -0.4
H -32.1785 1.5839 4.1082 0.5 -0.5 -0.2
H -30.9427 2.8182 4.5258 0.3 -0.4 -0.2
H -31.8898 2.0633 5.7514 0.1 -0.1 0.5
C -33.9492 0.3300 -2.0092 0.1 -0.6 0.7
C -34.1170 -0.4390 -0.6878 -3.0 0.3 -0.4
O -35.0243 -0.2045 0.0938 2.7 -0.7 -1.2
N -33.3058 -1.7505 -0.5275 -0.4 2.3 4.0
H -33.7936 -2.6007 -0.7709 -0.3 -0.2 -0.5
H -32.4471 -1.5962 -1.0363 1.7 -0.5 -1.2
C -32.9459 -1.8651 1.0354 -0.2 -1.7 -1.1
H -34.3558 -0.3290 -2.7763 -0.2 -0.2 -0.1
H -32.9445 0.5433 -2.3742 0.1 -0.1 0.5
H -34.5719 1.2238 -1.9697 0.2 -0.1 -0.1
H -32.2085 -2.6668 1.0781 0.6 0.5 -0.2
H -33.7575 -2.3157 1.6067 -0.6 0.6 -0.5
H -32.6237 -0.9345 1.5024 0.0 0.0 -0.7
C -30.8572 1.0898 -4.1260 0.7 1.1 -0.8
C -30.1785 1.8291 -5.3462 -0.2 0.2 0.4
C -29.0355 1.0974 -6.0428 -0.1 -1.0 0.2
C -28.0409 2.0037 -6.7976 -0.8 0.0 -1.0
N -27.2468 1.3636 -7.9847 -0.7 -0.9 1.4
C -26.4410 2.4625 -8.7609 0.7 -1.0 1.4
C -26.4995 2.1280 -10.2306 -1.2 0.6 -1.0
C -27.2950 0.8001 -10.3561 -0.4 -0.6 0.9
C -28.1832 0.6768 -9.0717 1.9 1.0 -0.2
C -26.3440 0.2951 -7.3042 -0.4 0.6 -0.9
H -31.4064 0.1641 -4.2979 0.4 0.0 -0.2
H -31.5269 1.7952 -3.6340 -0.4 0.1 -0.3
H -30.0571 0.9590 -3.3975 0.0 -0.7 0.0
H -29.7437 2.7125 -4.8785 -0.1 0.5 -0.1
H -30.8339 2.1145 -6.1690 -0.6 0.4 0.5
H -29.5493 0.4298 -6.7346 0.4 -0.3 -0.2
H -28.6360 0.4834 -5.2356 0.9 -0.2 -0.4
H -27.3721 2.5336 -6.1194 0.5 -0.4 -0.2
H -28.6216 2.7731 -7.3066 -0.2 0.1 0.0
H -25.4040 2.4616 -8.4250 -0.1 -0.4 0.4
H -26.8158 3.4261 -8.4161 -0.4 -0.1 -0.5
H -25.5391 2.1321 -10.7461 0.2 -0.6 0.5
H -26.9537 2.9968 -10.7071 -0.7 -0.3 -0.3
H -26.5925 -0.0314 -10.4113 0.1 0.0 0.3
H -27.9632 0.5858 -11.1902 0.2 0.8 -0.3
H -28.4333 -0.3490 -8.8010 0.3 0.1 0.2
H -29.1094 1.2385 -9.1931 0.2 0.3 0.3
H -26.9340 -0.3617 -6.6651 -0.3 0.3 -0.1
H -25.6222 0.8522 -6.7068 0.3 -0.2 -0.1
H -25.9287 -0.3401 -8.0866 0.4 0.3 0.1
C -23.8609 9.4409 -4.2776 -1.1 0.2 -0.4
C -22.3731 9.5091 -4.1579 1.7 -0.8 0.5
C -21.7286 8.2631 -3.4615 -1.2 -0.1 0.6
C -21.9199 8.1786 -1.8994 0.6 -0.8 -0.4
N -21.5284 6.8137 -1.2476 0.7 0.4 -1.0
C -22.2513 5.6162 -2.0087 -0.6 0.7 1.3
C -23.0505 4.8923 -0.9030 0.8 -0.3 -0.1
C -23.3123 5.9500 0.1574 0.5 0.5 0.0
C -21.9808 6.7967 0.2305 -0.8 -2.6 -0.8
C -19.9731 6.5677 -1.3952 -1.3 0.2 0.5
H -24.3321 9.1391 -3.3422 -0.2 0.3 0.2
H -24.2729 8.7790 -5.0393 0.6 -0.6 0.0
H -24.2833 10.3767 -4.6438 0.1 0.4 0.6
H -22.0215 10.4066 -3.6491 -0.2 0.2 -0.2
H -21.8796 9.4501 -5.1280 -0.3 0.5 -0.2
H -20.6920 8.1532 -3.7800 0.0 0.2 0.4
H -22.2870 7.4736 -3.9645 0.2 -0.6 0.3
H -22.9487 8.2877 -1.5563 -0.2 0.2 -0.4
H -21.3173 8.8975 -1.3443 0.0 0.2 -0.3
H -21.4659 5.1225 -2.5810 -0.6 -0.4 0.1
H -23.0441 5.9887 -2.6574 0.7 0.5 -0.3
H -22.4909 4.0457 -0.5053 0.2 0.1 0.2
H -24.0009 4.4751 -1.2361 0.1 0.1 -0.5
H -23.6393 5.4431 1.0653 0.5 0.3 0.4
H -24.1649 6.5763 -0.1051 0.1 0.2 -0.3
H -21.2376 6.1270 0.6633 0.0 0.4 0.5
H -22.0670 7.7336 0.7809 0.3 0.2 -0.7
H -19.7582 6.4947 -2.4613 0.0 0.1 0.2
H -19.7084 5.6469 -0.8754 -0.3 -0.2 -0.2
H -19.3993 7.3508 -0.8996 -0.3 0.3 -0.2
C -26.2989 2.3429 -1.8274 -0.2 -0.2 -0.2
C -27.4408 2.7160 -0.8605 0.5 0.0 0.4
C -28.7202 3.3251 -1.4007 0.2 0.4 -0.7
C -29.5495 3.9175 -0.2398 -0.2 -1.1 -0.3
N -31.0458 4.0106 -0.4874 -1.1 -0.6 0.5
C -31.8078 4.7311 0.6552 0.0 0.0 -0.5
C -32.0156 3.6683 1.7233 0.2 -0.6 0.4
C -32.2116 2.2704 0.9859 0.3 1.9 0.1
C -31.7633 2.6354 -0.4641 -0.2 -0.6 0.4
C -31.3239 4.7237 -1.7997 -0.2 -0.4 1.8
H -26.5157 1.3783 -2.2864 0.0 0.0 -0.2
H -25.3206 2.2308 -1.3599 -0.1 -0.2 0.6
H -26.0494 3.0295 -2.6363 -0.6 0.3 -0.1
H -27.0890 3.4185 -0.1049 0.4 0.1 0.3
H -27.7522 1.8189 -0.3254 0.2 -0.2 0.2
H -29.2071 2.5841 -2.0347 -0.5 0.0 0.2
H -28.4087 4.1264 -2.0708 -0.3 0.2 -0.2
H -29.1068 4.8788 0.0209 -0.6 0.3 -0.1
H -29.4222 3.2705 0.6280 -0.2 -0.1 0.2
H -32.7458 5.1271 0.2659 -0.2 -0.6 -0.4
H -31.2983 5.6626 0.9017 0.4 -0.5 0.3
H -32.8619 3.9038 2.3687 -0.1 0.1 -0.2
H -31.1490 3.6439 2.3839 0.2 -0.2 0.0
H -33.2589 1.9724 1.0359 -0.1 0.3 -0.5
H -31.7122 1.4241 1.4576 0.7 0.4 -0.2
H -32.6746 2.7645 -1.0481 0.2 0.2 -0.4
H -31.1709 1.8331 -0.9039 0.3 0.3 -0.3
H -30.9674 5.7221 -1.5463 0.4 0.1 -1.0
H -32.4078 4.8131 -1.8711 0.1 -0.3 -0.4
H -30.8799 4.0856 -2.5638 0.0 0.7 -0.3
C -25.6134 -3.2622 -0.4100 -0.9 0.5 1.1
C -24.9282 -1.9353 -0.6972 0.3 -0.8 0.4
C -24.5393 -1.1855 0.6489 -1.4 0.1 -1.8
C -25.7770 -0.3982 1.2764 1.1 -0.3 -1.3
N -25.3169 0.5293 2.3460 1.1 0.3 2.0
C -26.3870 1.4706 2.9025 0.1 1.0 -1.0
C -25.6278 2.7334 3.3910 -0.5 -0.3 1.3
C -24.2352 2.6380 2.9296 3.0 -1.2 -1.7
C -24.1827 1.4993 1.8931 -0.5 0.4 0.3
C -24.8164 -0.2728 3.5508 -0.6 -0.4 0.3
H -26.1537 -3.6859 -1.2565 0.3 -0.1 0.0
H -26.3433 -3.0574 0.3733 -0.5 -0.4 0.0
H -24.9107 -3.9601 0.0451 0.0 -0.2 -0.4
H -25.5059 -1.3425 -1.4064 0.0 0.3 0.2
H -24.0507 -2.3180 -1.2184 0.6 1.1 0.0
H -23.7686 -0.4752 0.3494 0.0 0.0 0.4
H -24.1194 -1.9693 1.2794 -0.1 0.3 0.4
H -26.5919 -1.0505 1.5905 0.3 -0.1 0.6
H -26.2502 0.2883 0.5744 0.3 -0.2 -0.6
H -27.0504 1.0370 3.6509 0.7 -0.4 0.1
H -27.0583 1.7348 2.0854 0.2 -0.1 -0.3
H -25.5074 2.7165 4.4741 -0.9 0.4 0.1
H -26.0160 3.6842 3.0256 -0.6 -0.3 0.3
H -23.4408 2.3937 3.6347 -0.6 0.1 0.8
H -23.8246 3.5270 2.4510 -0.3 0.1 -0.1
H -23.2214 0.9866 1.8576 -0.3 -0.1 0.1
H -24.3786 1.9577 0.9238 -0.5 -0.7 -0.3
H -24.1238 -1.0875 3.3393 0.1 0.5 -0.6
H -25.7013 -0.7606 3.9597 0.0 0.0 0.0
H -24.4020 0.3410 4.3506 0.0 0.3 -0.4
C -33.0716 12.1673 -5.9163 -0.4 0.8 -0.4
O -32.7563 11.0322 -5.1681 1.4 -1.2 0.5
C -31.4139 10.6158 -5.4371 -0.7 -0.1 0.4
C -31.1519 9.3023 -4.6951 -0.4 -0.4 0.1
N -32.3091 8.2962 -4.8707 2.0 -1.4 1.6
H -33.0291 8.5991 -4.2304 -1.5 0.7 0.1
H -32.5470 8.1641 -5.8433 -0.6 0.5 -0.2
C -32.0609 6.8590 -4.2626 0.7 0.2 -1.2
C -31.3789 5.9276 -5.3243 -0.8 2.2 1.7
O -30.0978 6.4868 -5.6343 -0.4 -1.1 0.9
C -29.0830 5.9701 -4.7623 0.2 0.3 -0.7
H -33.1945 11.8664 -6.9567 -0.2 0.3 -0.2
H -32.3025 12.9366 -5.8473 0.3 0.0 0.0
H -33.9685 12.6277 -5.5020 -0.1 -0.3 -0.2
H -30.7219 11.3760 -5.0748 0.2 0.0 0.2
H -31.2077 10.5416 -6.5048 -0.3 -0.2 -0.3
H -31.0621 9.5051 -3.6280 -0.6 -0.1 0.1
H -30.2208 8.7972 -4.9521 -0.2 0.1 -0.5
H -32.9983 6.4015 -3.9462 -0.3 0.5 -0.2
H -31.4922 7.0312 -3.3488 0.1 0.0 -0.1
H -32.0552 5.9404 -6.1791 0.5 -0.2 -0.4
H -31.3980 4.9470 -4.8486 0.4 -0.4 -0.4
H -28.2949 6.7227 -4.7853 0.4 -0.4 -0.4
H -28.8149 4.9771 -5.1231 0.6 0.1 -0.1
H -29.2589 5.8385 -3.6947 -1.1 0.3 0.2
C -35.6108 4.5318 2.9029 -0.3 0.4 -0.6
O -35.3148 4.2837 1.4979 -0.1 -0.7 -0.3
C -35.8150 3.0330 0.9932 -0.7 0.7 0.5
C -35.8712 3.0023 -0.5551 -0.5 1.3 0.2
N -36.7812 4.0882 -1.1630 3.2 1.1 1.2
H -36.9052 3.8147 -2.1273 0.0 -0.4 -1.3
H -37.6736 4.0997 -0.6902 -0.4 0.6 0.3
C -36.0775 5.5025 -1.2129 -1.6 0.5 0.1
C -37.2322 6.5172 -1.3848 -0.3 -0.6 -0.3
O -38.2523 6.4075 -0.4082 -0.4 0.4 0.4
C -38.0632 7.0682 0.8421 1.1 -0.1 0.3
H -36.6547 4.3193 3.1333 -0.1 0.0 -0.1
H -35.4372 5.6035 3.0007 0.0 -0.1 0.3
H -35.0242 3.9885 3.6437 0.3 -0.2 -0.2
H -36.8067 2.8726 1.4162 -0.4 0.1 -0.1
H -35.2359 2.2362 1.4600 0.2 -0.4 -0.6
H -36.3327 2.1335 -1.0246 0.7 -0.5 0.6
H -34.8957 3.2556 -0.9702 0.0 -0.4 -0.3
H -35.3667 5.6246 -2.0302 -0.5 -0.8 -0.6
H -35.4338 5.7382 -0.3655 -0.7 -0.7 0.6
H -37.8079 6.2694 -2.2766 0.4 -0.1 -0.4
H -36.8149 7.5042 -1.5838 0.0 0.3 0.5
H -37.4062 6.4301 1.4331 0.4 0.3 0.3
H -38.9312 7.2391 1.4790 -0.6 -0.5 -0.8
H -37.6388 8.0645 0.7180 0.3 0.0 -0.2
C -26.4260 6.6119 -2.2220 0.3 0.1 -0.3
O -27.6154 7.0836 -1.6091 0.1 -1.2 0.8
C -27.9376 8.3915 -1.9313 -0.1 0.4 0.1
C -29.1036 8.8933 -1.0824 0.5 -0.5 0.6
N -28.8823 8.5516 0.4621 -1.3 0.9 -1.6
H -28.5257 7.6075 0.5010 -0.7 -1.0 -0.1
H -28.0995 9.0158 0.9001 0.2 1.1 -0.2
C -30.1405 8.7529 1.3738 1.3 -0.9 0.0
C -29.9409 7.7895 2.5459 0.5 0.0 0.4
O -29.6180 6.5128 1.9959 -0.1 -0.7 0.0
C -29.0352 5.5925 2.9418 -0.2 0.3 -0.5
H -26.3501 6.8166 -3.2899 -0.5 0.1 -0.3
H -26.3687 5.5282 -2.1202 0.0 0.1 0.3
H -25.5508 7.1146 -1.8105 0.2 -0.1 0.4
H -28.1825 8.3685 -2.9932 -0.4 0.8 -0.2
H -27.1021 9.0752 -1.7809 0.4 0.0 -0.1
H -30.0396 8.4168 -1.3737 -0.2 0.0 0.4
H -29.1555 9.9676 -1.2594 -0.3 0.0 0.6
H -31.0553 8.4767 0.8494 0.2 0.0 -0.6
H -30.1508 9.8037 1.6631 -0.1 -0.2 0.0
H -30.8130 7.7988 3.1998 -0.4 -0.3 -0.2
H -29.1143 8.0299 3.2146 0.3 0.6 -0.1
H -29.7639 5.2104 3.6567 0.0 0.6 0.4
H -28.1604 6.0881 3.3628 -0.1 -0.2 0.6
H -28.7013 4.6817 2.4447 0.1 0.3 -0.6
C -24.5541 4.4445 -4.4842 0.4 0.0 0.0
C -23.5856 3.3027 -4.9008 0.4 0.5 0.5
O -22.3979 3.4849 -4.6109 0.7 0.8 0.7
O -24.0625 2.3202 -5.4482 -1.7 -1.6 -1.1
H -24.4669 4.5264 -3.4008 -0.2 0.1 0.2
H -25.5919 4.2601 -4.7621 0.0 0.1 -0.1
H -24.1376 5.3476 -4.9303 -0.3 0.2 0.0
C -28.5643 -0.8215 -1.7709 0.0 -0.9 1.7
C -29.8929 -1.5418 -1.4125 -0.9 -0.2 1.6
O -30.8809 -1.1980 -2.1195 -0.5 -0.1 0.4
O -29.9589 -2.3385 -0.4059 0.6 1.7 -1.6
H -27.9735 -0.8667 -0.8560 0.5 -0.6 0.0
H -28.6043 0.2618 -1.8845 -0.6 -0.1 -1.0
H -28.0880 -1.4163 -2.5503 0.2 0.6 -0.2
C -34.3024 8.8680 -0.0744 0.2 0.6 0.1
C -33.5902 8.2517 -1.2655 0.1 0.1 -1.5
O -32.4924 7.6320 -1.0902 0.5 -0.1 0.8
O -34.0964 8.4027 -2.4101 0.2 0.0 0.4
H -34.4159 8.1421 0.7308 -0.3 0.0 0.0
H -35.2047 9.4175 -0.3427 -0.3 -0.8 -0.1
H -33.7258 9.6971 0.3357 0.6 -0.2 0.1
C -34.7810 3.9778 -5.7517 -0.1 0.3 1.1
C -35.0083 3.4777 -4.3167 -1.0 -0.4 2.6
O -34.0762 3.4158 -3.4449 1.3 0.6 -1.0
O -36.1728 3.1679 -3.9228 0.0 0.5 -1.1
H -35.0688 3.1888 -6.4465 0.2 0.3 -0.2
H -33.7705 4.3738 -5.8530 0.2 -0.6 -0.2
H -35.4065 4.8606 -5.8838 -0.4 -0.3 -0.2
C -32.9851 5.4843 5.5970 0.5 0.2 0.4
C -33.7749 4.4536 6.3831 -0.8 -1.5 2.2
O -34.9948 4.2926 6.1988 0.0 0.7 -1.6
O -33.1625 3.8198 7.2872 1.4 -0.2 -0.7
H -31.9396 5.5136 5.9041 0.3 -0.6 -0.1
H -33.3009 6.4684 5.9431 -0.6 0.2 -0.8
H -33.0870 5.2366 4.5404 -0.1 0.7 -0.3